Entry 1:
The following is a DFT calculation (ωB97M-V/def2-TZVPD) of C12H34F2HfN2O6 as an isolated structure.

Geometry as ORCA input:
```
! RIJCOSX wB97M-V def2-TZVPD def2/J DEFGRID3
* xyz 2 1
Hf 11.745 21.484 -5.872
F 12.587 22.501 -7.537
F 9.903 20.711 -5.119
C 11.366 18.336 -9.101
C 11.323 19.636 -8.306
C 10.003 20.336 -8.407
O 10.088 21.532 -7.604
C 9.077 22.465 -7.945
N 11.690 19.324 -6.888
H 10.761 17.525 -8.690
H 12.396 17.972 -9.116
H 11.063 18.473 -10.139
H 12.047 20.361 -8.694
H 9.197 19.709 -8.004
H 9.746 20.594 -9.433
H 8.078 22.294 -7.543
H 9.003 22.579 -9.031
H 9.380 23.471 -7.664
H 12.492 18.698 -6.851
H 10.932 18.699 -6.594
C 11.229 25.777 -6.885
C 11.742 24.903 -5.755
C 12.033 25.712 -4.509
O 12.542 24.835 -3.511
C 12.840 25.492 -2.277
N 10.800 23.695 -5.530
H 11.309 25.368 -7.891
H 11.852 26.676 -6.927
H 10.203 26.131 -6.734
H 12.693 24.515 -6.118
H 11.168 26.241 -4.089
H 12.775 26.470 -4.782
H 13.466 24.793 -1.720
H 11.937 25.641 -1.687
H 13.440 26.386 -2.437
H 9.986 24.029 -6.052
H 10.413 23.934 -4.610
C 12.311 21.333 -2.586
C 12.102 19.868 -2.858
O 12.391 19.666 -4.266
O 11.519 22.049 -3.542
H 13.359 21.599 -2.701
H 12.056 21.543 -1.547
H 11.039 19.659 -2.725
H 12.789 19.313 -2.221
H 12.565 18.723 -4.354
H 10.651 22.139 -3.125
C 15.195 21.300 -5.583
C 14.954 22.741 -5.294
O 13.591 22.790 -4.812
O 14.060 20.740 -6.291
H 15.388 20.679 -4.708
H 16.100 21.213 -6.191
H 14.996 23.425 -6.143
H 15.630 23.123 -4.528
H 13.385 23.537 -4.193
H 14.483 20.217 -6.980
*
```

Values from the calculation:
E: -34993.1704 eV
HOMO level: -16.30 eV
Energy above the lowest of the compared OMol25 structures with the same formula, charge and spin: 0.0 kJ/mol

Entry 2:
The following is a DFT calculation (ωB97M-V/def2-TZVPD) of a 2-piece molecular cluster, C8H14O2 overall.

Geometry as ORCA input:
```
! RIJCOSX wB97M-V def2-TZVPD def2/J DEFGRID3
* xyz 0 1
C -6.478 -0.277 -2.599
C -7.579 -1.056 -3.266
C -6.749 -1.702 -2.198
C -5.725 -2.780 -2.461
C -6.187 -3.954 -3.289
C -5.188 -2.979 -3.848
C -4.867 -3.056 -1.242
C -3.548 -3.305 -0.607
O -2.325 -1.457 -2.630
H -5.573 -0.099 -3.183
H -6.747 0.517 -1.901
H -8.611 -0.811 -3.013
H -7.437 -1.364 -4.302
H -7.266 -1.827 -1.241
H -5.829 -4.950 -3.025
H -7.202 -3.925 -3.689
H -5.503 -2.301 -4.642
H -4.167 -3.344 -3.965
H -5.353 -2.496 -0.415
H -3.396 -2.635 0.265
H -4.747 -4.297 -1.257
O -2.495 -3.689 -1.182
H -1.989 -1.737 -3.485
H -1.793 -2.316 -2.084
*
```

Values from the calculation:
Structure (SMILES): O=CCC1(C2CC2)CC1.O
E: -12612.9148 eV
HOMO level: -9.27 eV
Energy above the lowest of the compared OMol25 structures with the same formula, charge and spin: 498.3 kJ/mol

Entry 3:
The following is a DFT calculation (ωB97M-V/def2-TZVPD) of a 4-piece molecular cluster, C28H60Br2NO8P overall.

Geometry as ORCA input:
```
! RIJCOSX wB97M-V def2-TZVPD def2/J DEFGRID3
* xyz 0 1
C 5.191 -1.576 0.268
C 3.960 -2.338 0.767
C 2.696 -1.751 0.168
O 1.570 -2.330 0.813
C 0.372 -1.582 0.677
C -0.073 -1.082 2.084
C -0.068 -2.370 2.938
C -0.881 -2.565 4.208
O -0.310 -3.714 4.865
C -1.246 -4.712 5.189
C -1.536 -5.621 4.007
C 1.080 -0.167 2.451
O 2.001 -0.282 3.238
O 0.907 0.954 1.646
C -0.464 1.137 1.319
Br -0.526 1.334 -0.655
P -0.779 2.987 1.996
O -1.138 3.867 0.675
Br 1.270 3.782 2.334
C -1.251 -0.040 2.039
C -1.542 0.464 3.464
C -2.774 1.386 3.665
N -2.574 2.439 4.657
C -2.450 -0.784 1.358
C -3.551 -1.235 2.351
C -3.164 -0.032 0.201
C -4.532 -0.562 -0.231
C -5.739 0.224 0.319
H 5.569 -1.962 -0.674
H 4.955 -0.522 0.136
H 5.999 -1.624 0.988
H 4.030 -3.393 0.524
H 3.881 -2.190 1.840
H 2.724 -0.678 0.361
H 2.658 -1.916 -0.911
H -0.378 -2.251 0.257
H 0.545 -0.798 -0.046
H 0.962 -2.551 3.228
H -0.313 -3.210 2.291
H -1.905 -2.829 3.969
H -0.809 -1.757 4.927
H -2.161 -4.301 5.621
H -0.788 -5.320 5.967
H -0.576 -5.970 3.632
H -2.095 -6.500 4.314
H -2.037 -5.102 3.194
H -2.041 3.709 0.392
H -1.751 -0.396 4.084
H -0.660 0.914 3.917
H -3.113 1.798 2.717
H -3.588 0.779 4.045
H -2.403 3.334 4.237
H -1.838 2.211 5.303
H -2.115 -1.717 0.916
H -4.275 -0.438 2.479
H -4.052 -2.119 1.979
H -3.183 -1.463 3.342
H -2.527 -0.125 -0.670
H -3.198 1.035 0.410
H -4.647 -1.629 -0.063
H -4.573 -0.434 -1.311
H -6.481 0.404 -0.449
H -6.173 -0.230 1.204
H -5.380 1.205 0.629
C 10.659 -0.245 -0.428
C 9.593 -1.331 -0.443
C 9.646 -2.146 -1.726
O 8.298 -0.758 -0.273
H 10.503 0.453 -1.255
H 10.608 0.327 0.498
H 11.660 -0.669 -0.521
H 9.736 -1.991 0.413
H 9.459 -1.504 -2.592
H 8.877 -2.919 -1.719
H 10.618 -2.622 -1.855
H 8.138 -0.166 -1.014
C -0.541 0.660 -4.193
C -1.977 0.258 -4.494
C -2.406 0.725 -5.873
O -2.863 0.798 -3.512
H -0.434 1.749 -4.217
H -0.260 0.327 -3.195
H 0.156 0.229 -4.914
H -2.073 -0.826 -4.417
H -2.351 1.812 -5.922
H -3.442 0.443 -6.066
H -1.780 0.308 -6.664
H -2.825 1.760 -3.578
C -3.407 5.549 -6.443
C -3.691 5.075 -5.027
C -3.278 6.111 -3.994
O -3.022 3.834 -4.781
H -2.336 5.725 -6.578
H -3.710 4.794 -7.168
H -3.937 6.476 -6.663
H -4.755 4.859 -4.921
H -2.203 6.304 -4.056
H -3.489 5.752 -2.986
H -3.805 7.053 -4.145
H -2.076 3.995 -4.866
*
```

Values from the calculation:
Structure (SMILES): CCCOC[C@@]1(CCOCC)C(=O)O[C@](Br)(P(O)Br)[C@@]1(CCN)[C@@H](C)CCC.CC(C)O.CC(C)O.CC(C)O
E: -197251.5820 eV
HOMO level: -8.65 eV

| no. | largest force on an atom (eV/Å) | M (Da) | Kohn-Sham gap (eV) |
| --- | --- | --- | --- |
| 1 | 2.6 | 518.90 | 11.1 |
| 2 | 7.3 | 142.20 | 9.6 |
| 3 | 2.6 | 729.57 | 8.8 |